Here is C23H31N3P2Sc as an isolated structure in a non-equilibrium geometry from the Open Molecules 2025 dataset. Energies are from wB97M-V/def2-TZVPD.

HOMO-LUMO gap, eV: 6.40
ΔE to the lowest compared entry with this formula, charge and spin, kJ/mol: 0.00
Largest force on an atom, eV/A: 2.23
LUMO energy, hartree: -0.11273
Total charge: +1

Last column: natural (NBO) charge in e.
Positions of all 60 atoms, in Å:
1 C 2.549 1.974 -2.810  -0.20
2 C 1.690 1.758 -1.737  -0.06
3 C 0.407 1.229 -2.024  0.13
4 C 0.097 0.741 -3.307  -0.06
5 C 0.965 0.996 -4.373  -0.18
6 C 2.183 1.626 -4.115  -0.23
7 C -1.157 -0.084 -3.361  -0.41
8 C -2.260 0.613 -2.613  -0.04
9 C -1.886 1.099 -1.347  0.12
10 C -2.861 1.516 -0.404  0.02
11 C -4.186 1.560 -0.837  -0.22
12 C -4.543 1.200 -2.142  -0.22
13 C -3.589 0.711 -3.035  -0.18
14 H 3.517 2.426 -2.607  0.21
15 H 0.664 0.728 -5.399  0.22
16 H 2.867 1.834 -4.934  0.22
17 H -1.449 -0.275 -4.387  0.24
18 H -4.938 1.894 -0.131  0.21
19 H -5.578 1.292 -2.457  0.22
20 H -3.854 0.443 -4.067  0.22
21 N -0.532 1.110 -0.998  -0.84
22 Sc -0.221 -0.952 -0.015  1.78
23 C 2.071 1.983 -0.297  -0.70
24 H 1.365 2.662 0.204  0.25
25 H 3.081 2.392 -0.222  0.24
26 C -2.434 1.851 1.000  -0.71
27 H -1.727 2.697 1.008  0.25
28 H -3.305 2.128 1.602  0.24
29 P 2.013 0.395 0.650  0.76
30 P -1.563 0.431 1.825  0.80
31 C -3.009 -0.471 2.494  -0.93
32 H -2.664 -1.257 3.179  0.23
33 H -3.687 0.201 3.038  0.24
34 H -3.551 -0.950 1.669  0.27
35 C -0.989 1.300 3.327  -0.93
36 H -1.834 1.680 3.920  0.25
37 H -0.403 0.617 3.952  0.23
38 H -0.344 2.146 3.054  0.24
39 C 3.508 -0.422 -0.003  -0.94
40 H 4.363 0.270 -0.004  0.25
41 H 3.751 -1.301 0.609  0.23
42 H 3.326 -0.764 -1.029  0.25
43 C 2.605 0.932 2.286  -0.93
44 H 2.598 0.070 2.963  0.24
45 H 3.628 1.331 2.225  0.25
46 H 1.941 1.699 2.704  0.25
47 H -0.947 -1.060 -2.764  0.18
48 H -1.761 -1.744 -0.446  -0.62
49 C 1.801 -3.570 -0.148  -0.64
50 C 1.330 -3.244 1.223  0.40
51 N 0.504 -2.268 1.616  -0.63
52 C 0.397 -2.385 3.018  -0.07
53 C 1.138 -3.451 3.426  -0.06
54 N 1.718 -3.975 2.271  -0.50
55 H 2.897 -3.488 -0.187  0.26
56 H 1.519 -4.607 -0.382  0.27
57 H 1.358 -2.908 -0.912  0.21
58 H -0.207 -1.712 3.614  0.23
59 H 1.288 -3.869 4.401  0.25
60 H 2.338 -4.780 2.216  0.44